No. 1
Entry from OMol25: a gas-phase ion, C3H9N2S (charge -1) at a distorted geometry (ωB97M-V with the def2-TZVPD basis set).

Structure (XYZ):
```
15
Properties=species:S:1:pos:R:3:forces:R:3:lowdin_charge:R:1
N 2.275 -0.984 -1.128 0.933 0.529 0.090 -0.021
C 0.884 -0.628 -1.016 -0.810 -0.012 0.568 -0.385
N 0.529 0.055 0.232 -0.498 0.147 -0.176 -0.088
C -0.896 0.573 0.177 1.090 -0.170 -0.291 -0.363
C -1.683 0.326 1.437 -0.660 0.117 -0.300 -0.802
S -3.341 1.098 1.348 0.069 0.096 0.021 0.026
H 2.825 -0.144 -1.333 -0.280 -0.300 -0.094 0.056
H 2.622 -1.261 -0.211 -0.259 -0.223 -0.066 0.058
H 0.273 -1.541 -1.013 0.153 0.088 -0.156 0.110
H 0.583 -0.052 -1.902 0.178 -0.008 -0.094 0.107
H 1.099 0.886 0.344 0.282 -0.140 -0.096 0.080
H -0.821 1.632 -0.073 -0.366 0.213 0.169 0.085
H -1.386 0.109 -0.681 -0.194 -0.090 0.114 0.083
H -1.832 -0.748 1.512 0.224 -0.229 0.254 0.025
H -1.133 0.680 2.308 0.138 -0.018 0.059 0.029
```
Forces are in eV/Å.

Results
- highest occupied orbital energy (eV) = -2.25
- charge = -1
- orbital gap (eV) = 5.89
- E_tot (Eh) = -627.41391
- energy relative to the best compared isomer or geometry (same formula, charge and spin) (kJ/mol) = 69.9


No. 2
Entry from OMol25: a gas-phase ion, C3H9N2S (charge +1) at a distorted geometry (ωB97M-V with the def2-TZVPD basis set).

Structure (XYZ):
```
15
Properties=species:S:1:pos:R:3:forces:R:3:lowdin_charge:R:1
C -1.103 -0.372 0.980 2.798 -0.990 0.175 -0.109
C 0.007 1.351 -0.842 -0.053 1.056 3.503 -0.304
C 1.370 -0.507 0.523 -1.401 -2.045 1.658 -0.549
N 1.536 -1.319 -0.552 -0.728 -0.835 -1.366 0.015
N -1.315 0.587 -0.041 -2.194 2.027 1.990 -0.079
S 1.407 1.191 0.309 -0.970 0.471 -0.725 0.971
H -1.163 -1.460 0.925 -0.487 0.572 -1.097 0.077
H -0.985 -0.052 1.977 -0.187 0.847 0.748 0.048
H -0.060 0.759 -1.671 0.615 -0.923 -2.509 0.028
H -0.192 2.443 -0.943 -0.014 -1.007 -0.303 0.093
H 1.537 -0.958 1.583 0.063 1.031 -2.188 0.138
H 1.386 -2.382 -0.498 0.422 2.483 -0.012 0.163
H 1.390 -0.867 -1.509 0.453 -1.256 1.927 0.131
H -1.989 0.136 -0.683 0.549 0.854 -0.224 0.165
H -1.828 1.449 0.442 1.133 -2.287 -1.578 0.214
```
Forces are in eV/Å.

Results
- highest occupied orbital energy (spin up / spin down) (eV) = -11.71 / -11.71
- charge = +1
- orbital gap (spin up / spin down) (eV) = 7.70 / 7.69
- E_tot (Eh) = -627.01097
- energy relative to the best compared isomer or geometry (same formula, charge and spin) (kJ/mol) = 417.7


No. 3
Entry from OMol25: 2 unconnected molecules or ions with the total composition C3H9N2S at a distorted geometry (ωB97M-V with the def2-TZVPD basis set).

Structure (XYZ):
```
15
Properties=species:S:1:pos:R:3:forces:R:3:lowdin_charge:R:1
C -0.134 -1.003 0.945 -0.842 5.092 -3.644 -0.211
C 0.545 0.702 -1.667 -0.322 -2.297 -2.445 -0.192
C -0.637 0.954 -0.737 1.862 -0.440 1.906 -0.511
N -0.310 -2.109 0.306 0.481 -1.170 1.789 0.160
N -0.085 -0.429 2.097 -0.069 -2.342 0.284 0.158
S -0.520 2.405 0.155 1.547 0.103 0.679 0.836
H 0.267 0.056 -2.598 0.133 0.803 1.769 0.112
H 0.854 1.613 -2.171 0.008 0.358 0.355 0.063
H 1.473 0.194 -1.262 -1.335 0.793 0.083 0.099
H -1.690 0.654 -0.690 0.578 -0.411 -0.987 0.069
H 0.007 -2.221 -0.647 -0.342 0.245 -0.007 0.124
H -0.445 -2.948 0.843 0.080 -0.902 -0.090 0.123
H -0.261 0.529 2.290 0.048 1.264 -0.775 0.074
H 0.029 -0.938 2.933 0.009 -0.937 1.390 0.112
H 0.907 2.541 0.203 -1.838 -0.159 -0.306 -0.016
```
Forces are in eV/Å.

Results
- highest occupied orbital energy (spin up / spin down) (eV) = -12.51 / -12.01
- charge = +1
- orbital gap (spin up / spin down) (eV) = 7.90 / 7.18
- E_tot (Eh) = -627.03397
- energy relative to the best compared isomer or geometry (same formula, charge and spin) (kJ/mol) = 357.3


No. 4
Entry from OMol25: 2 unconnected molecules or ions with the total composition C3H9N3 at a distorted geometry (ωB97M-V with the def2-TZVPD basis set).

Structure (XYZ):
```
15
Properties=species:S:1:pos:R:3:forces:R:3:mulliken_spin:R:1
C -0.680 -0.188 -0.804 -0.129 0.663 -0.426 0.496
N 1.806 -1.517 -0.945 -0.979 -0.174 -1.482 0.164
C 0.937 -1.271 -2.097 -0.556 0.756 1.142 2.611
N -0.228 -0.733 -2.080 1.844 -0.280 -0.131 -1.129
H -1.772 -0.267 -0.879 0.132 0.279 0.597 0.122
H -0.383 0.932 -0.692 -0.357 -1.650 -0.233 0.051
H -0.292 -0.771 0.033 -0.200 0.345 0.212 -0.126
H 1.429 -2.409 -0.559 0.199 0.218 0.340 -0.171
H 2.674 -1.798 -1.412 0.254 -0.112 0.382 -0.725
H 1.365 -1.627 -3.020 -0.219 -0.005 -0.422 -0.250
C -1.316 2.268 3.153 0.722 -1.002 -0.933 0.134
N -0.537 1.441 2.531 -1.499 1.508 1.644 -0.060
H -1.304 2.175 4.243 -0.140 0.333 -0.132 -0.016
H -2.021 3.034 2.696 0.884 -0.940 0.335 -0.070
H -0.628 1.542 1.538 0.043 0.061 -0.893 -0.028
```
Forces are in eV/Å.

Results
- highest occupied orbital energy (spin up / spin down) (eV) = 1.22 / -5.34
- 2S+1 = 2
- charge = -1
- orbital gap (spin up / spin down) (eV) = 2.12 / 8.55
- E_tot (Eh) = -283.85267
- energy relative to the best compared isomer or geometry (same formula, charge and spin) (kJ/mol) = 191.4


No. 5
Entry from OMol25: 2 unconnected molecules or ions with the total composition C3H9N3 at a distorted geometry (ωB97M-V with the def2-TZVPD basis set).

Structure (XYZ):
```
15
Properties=species:S:1:pos:R:3:forces:R:3:lowdin_charge:R:1
H 3.184 3.127 -2.491 0.540 0.663 -2.170 -0.001
N 2.908 3.175 -1.560 -0.633 -1.053 2.434 0.061
C 1.959 2.339 -1.442 -1.799 0.129 0.278 -0.361
N 1.296 1.977 -0.212 0.881 0.693 -1.508 0.033
H 1.375 2.001 -2.371 0.962 -0.321 1.379 0.129
H 1.643 2.421 0.642 0.149 -0.440 -0.607 0.083
H 1.148 0.976 -0.158 -0.095 0.321 0.189 0.055
C -2.526 -2.101 0.058 3.079 2.819 -0.626 -0.057
C -1.579 -1.534 0.908 0.123 -0.112 -2.434 -0.301
N -1.132 -2.098 2.099 -2.192 -0.245 0.027 0.003
H -2.469 -1.760 -1.040 -0.713 -0.260 2.069 0.061
H -3.027 -3.002 0.285 -0.433 -0.843 0.280 0.008
H -0.970 -0.565 0.573 -1.466 -2.290 0.734 0.122
H -1.642 -2.954 2.398 1.093 1.019 -0.358 0.106
H -0.170 -2.003 2.313 0.505 -0.080 0.315 0.061
```
Forces are in eV/Å.

Results
- highest occupied orbital energy (eV) = -8.18
- orbital gap (eV) = 8.91
- E_tot (Eh) = -283.90180
- energy relative to the best compared isomer or geometry (same formula, charge and spin) (kJ/mol) = 213.5


No. 6
Entry from OMol25: a single C3H9N3 molecule at a distorted geometry (ωB97M-V with the def2-TZVPD basis set).

Structure (XYZ):
```
15
Properties=species:S:1:pos:R:3:forces:R:3:lowdin_charge:R:1
N -1.607 -0.508 -0.740 1.169 -0.528 0.482 0.054
C -0.448 -0.609 0.184 -1.230 0.503 -1.613 -0.300
C 0.843 -0.389 -0.519 -2.443 1.686 -0.427 -0.291
N 1.866 -1.126 0.074 0.126 -1.400 -1.622 0.055
C 0.147 0.735 0.398 3.051 -2.735 0.555 -0.320
N -0.487 1.884 0.082 -0.711 1.463 -1.608 0.069
H -2.393 -0.453 -0.158 -1.665 0.410 0.877 0.043
H -1.786 -1.355 -1.265 0.549 -0.201 -0.092 0.075
H -0.446 -1.299 1.008 -0.270 -0.511 0.187 0.130
H 0.674 -0.267 -1.572 0.585 -0.211 -0.423 0.136
H 2.780 -1.054 -0.307 0.675 0.563 0.078 0.071
H 1.736 -0.838 0.986 1.212 -0.005 2.696 0.031
H 0.817 0.773 1.249 -0.169 0.159 0.578 0.125
H -1.459 1.783 0.053 -1.532 0.013 -0.283 0.055
H -0.238 2.722 0.527 0.653 0.795 0.615 0.069
```
Forces are in eV/Å.

Results
- highest occupied orbital energy (eV) = -7.29
- orbital gap (eV) = 8.39
- E_tot (Eh) = -283.89055
- energy relative to the best compared isomer or geometry (same formula, charge and spin) (kJ/mol) = 243.0


No. 7
Entry from OMol25: 2 unconnected molecules or ions with the total composition C3H9N3 at a distorted geometry (ωB97M-V with the def2-TZVPD basis set).

Structure (XYZ):
```
15
Properties=species:S:1:pos:R:3:forces:R:3:lowdin_charge:R:1
C 1.716 -0.281 2.440 0.645 1.398 0.254 -0.203
C 0.322 0.298 0.567 -0.909 -5.773 -4.831 -0.200
C -2.013 0.054 -2.214 2.369 -0.107 -2.583 -0.169
H 2.581 -0.879 2.851 -0.633 0.898 -0.813 0.059
H 0.950 -0.308 3.303 0.589 -0.235 -1.746 0.072
H 1.984 0.966 2.351 -0.363 -3.644 0.266 0.126
H 1.637 -1.987 0.458 -2.036 5.335 2.620 0.306
H 0.671 1.285 0.741 0.072 1.024 0.230 0.077
H 0.076 0.927 -2.060 -4.042 -0.113 2.384 0.198
H -1.836 0.816 -3.116 -2.378 -1.696 1.482 0.083
H -1.812 -1.054 -2.741 1.063 2.654 1.471 0.088
H -2.918 -0.378 -1.678 0.627 2.319 -0.394 0.059
N 1.301 -0.730 1.044 -0.664 -0.241 0.069 -0.165
N -0.570 -0.096 -0.411 4.343 0.028 5.203 -0.134
N -0.943 0.852 -1.328 1.317 -1.848 -3.609 -0.195
```
Forces are in eV/Å.

Results
- highest occupied orbital energy (eV) = -7.82
- orbital gap (eV) = 7.93
- E_tot (Eh) = -283.67813
- energy relative to the best compared isomer or geometry (same formula, charge and spin) (kJ/mol) = 800.7


No. 8
Entry from OMol25: a single C3H9N3 molecule (ωB97M-V with the def2-TZVPD basis set).

Structure (XYZ):
```
15
Properties=species:S:1:pos:R:3:forces:R:3:lowdin_charge:R:1
C -1.905 -0.163 0.290 0.265 0.109 0.014 -0.064
C -0.624 0.631 0.217 -0.169 -0.176 0.270 -0.302
N -0.014 0.776 -1.098 -0.030 0.061 -0.751 0.083
C 0.692 0.019 -0.081 0.097 0.172 0.175 -0.632
N 1.832 0.662 0.504 0.068 0.261 -0.010 0.084
N 0.845 -1.392 -0.262 -0.141 -0.204 0.102 0.096
H -2.757 0.513 0.295 -0.118 -0.007 -0.010 0.071
H -1.929 -0.762 1.199 -0.095 -0.052 0.088 0.076
H -1.995 -0.814 -0.575 -0.043 -0.070 -0.056 0.070
H -0.592 1.491 0.882 0.145 -0.034 -0.048 0.134
H 0.384 1.690 -1.279 0.065 0.003 0.301 0.093
H 2.665 0.456 -0.038 -0.024 0.006 0.072 0.074
H 1.985 0.309 1.443 0.032 -0.058 -0.097 0.080
H 1.458 -1.582 -1.050 -0.089 0.005 0.041 0.079
H -0.046 -1.834 -0.449 0.037 -0.016 -0.093 0.060
```
Forces are in eV/Å.

Results
- highest occupied orbital energy (eV) = -9.41
- orbital gap (eV) = 10.53
- E_tot (Eh) = -283.94544
- energy relative to the best compared isomer or geometry (same formula, charge and spin) (kJ/mol) = 98.9


No. 9
Entry from OMol25: 2 unconnected molecules or ions with the total composition C3H9N3 at a distorted geometry (ωB97M-V with the def2-TZVPD basis set).

Structure (XYZ):
```
15
Properties=species:S:1:pos:R:3:forces:R:3:mulliken_spin:R:1
C 0.415 1.437 -2.205 0.949 -1.297 -0.503 0.409
C -0.064 2.466 -1.429 -0.035 0.464 0.646 0.159
N -0.558 2.246 -0.203 -0.636 -0.993 -1.117 0.368
H 0.542 0.408 -1.840 -0.243 0.461 0.321 0.044
H 0.689 1.503 -3.257 -0.124 0.640 0.249 0.030
H -0.099 3.503 -1.734 -0.300 -0.056 -0.517 0.006
H -0.455 1.301 0.154 0.004 -0.125 0.145 -0.013
H -1.497 2.620 -0.064 0.456 0.757 0.793 -0.001
N -0.912 -2.521 1.382 -0.030 0.260 -0.234 0.000
C 0.171 -1.701 1.437 0.206 0.279 0.626 0.000
N 1.182 -1.856 0.688 0.143 -0.204 -0.651 0.000
H -1.805 -2.174 1.690 0.070 -0.203 0.083 0.000
H -0.897 -3.210 0.647 -0.143 -0.039 -0.017 0.000
H 0.124 -0.956 2.244 -0.107 -0.087 -0.047 0.000
H 1.988 -1.290 0.924 -0.209 0.143 0.224 0.000
```
Forces are in eV/Å.

Results
- highest occupied orbital energy (spin up / spin down) (eV) = -12.43 / -12.43
- 2S+1 = 2
- charge = +1
- orbital gap (spin up / spin down) (eV) = 7.93 / 4.27
- E_tot (Eh) = -283.63098
- energy relative to the best compared isomer or geometry (same formula, charge and spin) (kJ/mol) = 102.9


No. 10
Entry from OMol25: a single C3H9N3O molecule at a distorted geometry (ωB97M-V with the def2-TZVPD basis set).

Structure (XYZ):
```
16
Properties=species:S:1:pos:R:3:forces:R:3:lowdin_charge:R:1
H 0.198 -1.760 -0.940 2.219 0.947 0.467 0.061
N 1.222 -1.551 -0.671 -0.475 -0.193 0.486 0.109
C 1.391 -0.460 -0.016 -1.961 -1.689 -0.056 -0.529
N 2.472 -0.022 0.781 0.819 2.685 -1.682 0.084
N 0.269 0.442 0.181 0.082 1.947 -1.228 -0.102
O 0.863 1.693 -0.321 -1.214 0.336 -2.457 -0.119
C -1.100 0.302 -0.414 0.272 -3.297 0.328 -0.218
C -2.091 -0.295 0.582 2.039 -2.813 2.568 -0.118
H 3.459 -0.344 0.593 -1.957 -0.064 -0.148 0.111
H 2.464 1.082 0.644 0.119 -3.066 0.742 0.130
H 0.764 1.703 -1.365 0.290 -0.299 2.909 0.158
H -1.611 1.199 -0.463 0.390 2.675 -1.090 0.078
H -1.251 -0.330 -1.424 0.878 1.541 1.936 0.155
H -3.064 -0.338 0.235 -1.853 -0.217 -1.167 0.043
H -1.786 -1.290 0.958 -0.149 -0.529 -1.308 0.076
H -2.199 -0.030 1.639 0.501 2.036 -0.300 0.080
```
Forces are in eV/Å.

Results
- highest occupied orbital energy (eV) = -9.16
- orbital gap (eV) = 9.93
- E_tot (Eh) = -359.08009
- energy relative to the best compared isomer or geometry (same formula, charge and spin) (kJ/mol) = 431.5


- Look up the E_tot of the first one.
  -627.41391 Eh